1.
111
Properties=species:S:1:pos:R:3:forces:R:3 method="wB97M-V/def2-TZVPD" charge=+1 total_energy_ha=-6624.8715 multiplicity=1 relative_energy_kj_mol=166.4 orbital_gap_ev=6.904 molar_mass_g_mol=1136.677
In 0.52074 0.17315 0.66384 0.0 0.1 0.2
F -7.42643 -0.97247 2.18887 -0.1 0.0 0.1
C -6.24601 -0.57116 1.75673 0.1 0.0 -0.1
C -6.15247 0.28063 0.67056 0.0 0.0 0.0
F -7.24851 0.72006 0.07087 -0.1 0.0 0.0
C -4.90799 0.66842 0.21186 0.1 -0.1 0.1
F -4.89919 1.50954 -0.81954 0.0 0.0 -0.1
C -3.71502 0.22093 0.78970 0.1 0.1 0.0
P -2.13285 0.72464 -0.04724 -0.5 -0.3 -0.2
C -2.54779 0.12981 -1.74038 0.2 0.1 0.1
C -2.48250 -1.25590 -1.90317 0.0 0.0 0.0
C -2.82214 -1.84468 -3.11119 0.0 0.0 0.0
C -3.22070 -1.04962 -4.17640 -0.1 0.0 0.0
C -3.28007 0.32777 -4.02437 -0.1 0.0 0.0
C -2.94546 0.92031 -2.81562 -0.1 -0.1 0.0
C -2.27238 2.53210 -0.04295 0.2 0.0 0.0
C -2.95186 3.18060 0.98424 0.0 0.0 -0.1
C -3.08009 4.55818 0.96769 0.0 0.0 0.0
C -2.53934 5.29451 -0.07615 0.0 0.0 0.0
C -1.80820 4.65883 -1.06749 0.1 0.0 -0.1
C -1.65126 3.28179 -1.04027 0.0 -0.1 0.1
C -3.83758 -0.60269 1.91143 0.0 0.0 0.0
Br -2.36437 -1.20983 2.90455 -0.2 -0.1 -0.1
C -5.08680 -0.98959 2.38103 0.3 -0.1 0.0
F -5.18215 -1.78424 3.44072 -0.1 0.0 0.0
H -2.19564 -1.88773 -1.06855 0.0 0.0 -0.1
H -2.77616 -2.92069 -3.22017 0.0 0.0 0.0
H -3.48461 -1.50493 -5.12213 0.0 0.0 0.0
H -3.59963 0.94993 -4.85039 0.0 0.0 0.0
H -3.03401 1.99164 -2.70981 0.0 0.0 0.0
H -3.37659 2.61354 1.80125 0.0 0.0 0.0
H -3.60795 5.05487 1.77029 0.0 0.0 0.0
H -2.67330 6.36756 -0.10776 0.0 0.0 0.0
H -1.37066 5.23530 -1.87255 0.0 0.0 0.0
H -1.05577 2.78532 -1.80003 -0.1 0.1 -0.1
N 2.27678 1.45555 -1.84645 -0.1 0.0 0.0
P 0.88105 0.51052 -2.11836 0.8 -0.4 -0.4
C 1.60373 -1.09361 -2.60179 -0.2 0.0 0.0
C 0.96294 -2.26291 -2.20951 0.0 0.2 0.0
C 1.46254 -3.49780 -2.59518 0.0 -0.1 0.0
C 2.59689 -3.56609 -3.38696 -0.1 0.0 0.0
C 3.23208 -2.39951 -3.79832 0.0 0.0 0.0
C 2.73564 -1.16709 -3.41316 0.0 0.0 0.1
C 0.41372 1.13674 -3.77475 -0.2 0.0 0.2
C 0.78629 2.40114 -4.22043 0.0 0.0 0.1
C 0.55048 2.76503 -5.53903 0.0 0.0 0.0
C -0.08795 1.88437 -6.39898 0.0 0.0 0.0
C -0.52005 0.64877 -5.93514 0.0 -0.1 0.0
C -0.26782 0.27192 -4.62792 0.3 0.0 0.1
C 2.51086 2.29554 -0.78125 0.1 0.3 0.1
C 3.52184 3.26086 -0.87260 -0.1 0.0 0.0
C 3.78800 4.05522 0.21812 -0.1 0.0 0.0
C 3.02443 3.90456 1.37467 0.0 0.0 0.0
C 2.04833 2.94030 1.38682 -0.1 0.2 0.2
N 1.79892 2.13884 0.33692 -0.2 -0.7 -0.2
H 2.84596 1.65027 -2.65665 0.1 0.0 0.0
H 0.07722 -2.21077 -1.58990 0.1 -0.1 -0.1
H 0.96562 -4.40578 -2.27754 0.0 0.0 0.0
H 2.98283 -4.52939 -3.69279 0.0 0.0 0.0
H 4.11148 -2.45735 -4.42613 0.0 0.0 0.0
H 3.23326 -0.26292 -3.74306 0.0 0.0 -0.1
H 1.26227 3.10853 -3.55117 0.0 0.0 0.0
H 0.88121 3.73263 -5.89227 0.0 0.0 0.0
H -0.25265 2.16520 -7.43061 0.0 0.0 0.0
H -1.03704 -0.03443 -6.59614 0.0 0.0 0.0
H -0.56630 -0.70323 -4.26222 0.0 0.0 -0.1
H 4.08447 3.35845 -1.79181 0.0 0.0 0.0
H 4.57517 4.79555 0.17246 0.0 0.0 0.0
H 3.19013 4.52032 2.24563 0.0 0.0 0.0
H 1.43224 2.78732 2.26098 0.1 0.1 -0.1
C 4.28735 -2.49328 -0.16066 -0.1 0.0 0.4
Si 3.44366 -1.57748 1.26349 0.6 0.1 -0.2
C 4.06199 0.20137 1.21253 -0.3 -0.2 -0.1
C 3.95337 -2.22259 2.96474 -0.2 0.0 -0.3
N 1.70433 -1.60565 1.00921 -0.8 1.5 0.0
C 0.98850 -2.80097 0.98756 -0.1 -0.6 0.0
C -0.37973 -2.84900 0.70666 0.3 0.3 0.1
C -1.10627 -4.02461 0.66820 0.0 0.0 0.0
C -0.47217 -5.23221 0.90613 0.0 0.0 0.0
C 0.88575 -5.21948 1.19006 0.0 -0.1 0.0
C 1.60891 -4.04108 1.22395 0.0 0.2 0.1
H 5.31249 -2.74992 0.11782 0.0 0.0 0.0
H 4.33111 -1.87643 -1.06016 -0.1 0.1 0.0
H 3.77460 -3.41950 -0.42183 0.0 0.0 0.0
H 5.09885 0.21289 1.55302 0.0 -0.1 0.0
H 3.49318 0.84748 1.88405 0.1 0.0 0.1
H 4.04129 0.62333 0.20725 0.0 0.0 0.0
H 4.97466 -2.60902 2.94153 0.0 0.0 0.0
H 3.30438 -3.01951 3.32337 0.0 0.0 0.1
H 3.92423 -1.40981 3.69444 0.0 0.0 0.0
H -0.87781 -1.90160 0.51414 -0.2 -0.1 0.0
H -2.17125 -4.00032 0.46637 0.0 0.0 0.0
H -1.02216 -6.16204 0.86992 0.0 0.0 0.1
H 1.39634 -6.15114 1.39890 0.0 0.0 0.0
H 2.66401 -4.08433 1.45682 0.0 -0.1 0.0
O -0.65893 3.12884 3.38081 0.0 0.0 0.0
C -0.44227 1.94071 3.26638 0.0 0.0 0.0
O -0.49016 1.33704 2.09476 0.6 -0.3 0.4
C -0.17574 1.10891 4.49943 -0.1 -0.1 -0.1
C -0.40395 1.69920 5.74014 0.1 0.1 0.0
C -0.26456 0.96899 6.90931 0.0 0.1 0.0
C 0.05777 -0.37515 6.85356 0.0 -0.2 0.0
C 0.26391 -0.95913 5.61476 0.0 0.6 0.0
C 0.18648 -0.22970 4.43941 0.0 0.0 0.1
N 0.50463 -2.39762 5.53649 0.1 -0.5 0.0
O 0.36785 -2.92655 4.44681 0.1 0.1 0.0
O 0.79579 -2.98435 6.55847 0.0 0.1 -0.1
H -0.69442 2.74093 5.76325 0.0 0.0 0.0
H -0.43166 1.44236 7.86677 0.0 0.0 0.0
H 0.13092 -0.98139 7.74471 0.0 0.0 0.0
H 0.38494 -0.73087 3.50443 0.0 -0.1 -0.1

2.
109
Properties=species:S:1:pos:R:3:forces:R:3 method="wB97M-V/def2-TZVPD" charge=+2 total_energy_ha=-3384.9826 multiplicity=1 relative_energy_kj_mol=230.4 orbital_gap_ev="5.442 / 5.440" molar_mass_g_mol=967.452
Pd -0.53648 -0.23362 -0.24930 0.3 0.2 0.0
C 1.55734 -4.10920 2.82840 0.0 0.0 0.0
N 1.25960 -3.32173 1.63128 0.1 0.0 0.1
C 0.28532 -2.40598 1.51475 -0.1 -0.1 0.0
N 0.36006 -1.87508 0.30584 0.1 0.1 -0.1
C 1.39387 -2.45292 -0.39548 0.0 -0.2 0.1
C 1.97772 -3.36541 0.45711 0.0 0.1 -0.1
C 3.17578 -4.21117 0.30708 0.0 0.0 0.0
C 3.06292 -5.58501 0.10945 0.0 0.0 0.0
C 4.20654 -6.35793 -0.02753 0.0 0.0 0.0
C 5.45851 -5.76199 0.03474 0.0 0.0 0.0
C 5.57275 -4.39298 0.23956 0.0 0.0 0.0
C 4.43411 -3.61444 0.37726 -0.1 0.0 0.0
C 1.61254 -2.18898 -1.82371 0.0 0.0 0.0
C 0.78312 -1.31596 -2.52961 0.2 0.0 0.1
C 0.88183 -1.12461 -3.89507 0.0 0.1 0.0
C 1.85245 -1.81576 -4.60475 0.0 0.0 0.0
C 2.70189 -2.67804 -3.92975 0.0 0.0 0.0
C 2.58349 -2.87042 -2.56102 0.0 0.0 0.0
P -1.04676 -2.09929 2.72659 0.1 0.1 0.0
C -2.46280 -2.23690 1.58997 0.0 0.0 0.0
N -2.60087 -1.54825 0.47033 0.0 0.0 0.0
C -3.74087 -1.98337 -0.13065 0.0 0.0 0.0
C -4.32121 -2.96613 0.65102 0.0 0.1 0.0
N -3.49820 -3.11079 1.73907 0.0 0.0 0.1
C -3.73810 -4.00387 2.86785 0.0 0.0 0.0
C -5.57232 -3.71861 0.46693 0.0 0.0 0.0
C -6.76801 -3.02486 0.29082 0.0 0.0 0.0
C -7.95064 -3.71766 0.08557 0.0 0.0 0.0
C -7.94849 -5.10546 0.05546 0.0 0.0 0.0
C -6.76049 -5.80206 0.22667 0.0 0.0 0.0
C -5.57503 -5.11216 0.42822 0.0 0.0 0.0
C -4.16423 -1.40999 -1.41887 0.0 0.0 0.0
C -4.74111 -2.19599 -2.41242 0.0 0.0 0.0
C -5.09335 -1.63256 -3.63041 0.0 0.0 0.0
C -4.87172 -0.28353 -3.86936 0.0 0.0 0.0
C -4.30225 0.50788 -2.88094 0.0 0.0 0.0
C -3.95060 -0.05150 -1.66126 0.0 0.0 0.0
C -0.89191 -0.28420 2.70429 -0.1 0.1 -0.1
N -0.68576 0.45707 1.62629 -0.2 -0.3 -0.3
C -0.85471 1.78010 1.94618 0.1 0.1 0.1
C -1.14171 1.83648 3.29064 0.0 0.0 0.0
N -1.15528 0.53632 3.73926 0.1 -0.1 0.0
C -1.47768 0.12623 5.10498 0.0 0.0 0.0
C -1.40201 2.97976 4.18769 0.0 0.0 0.0
C -2.66492 3.56472 4.22294 0.0 0.0 0.0
C -2.90250 4.64508 5.05984 0.0 0.0 0.0
C -1.88469 5.13907 5.86430 0.0 0.0 0.0
C -0.62521 4.55486 5.83389 0.0 0.0 0.0
C -0.38115 3.47685 4.99639 0.0 0.0 0.0
C -0.81857 2.85154 0.94343 -0.1 0.0 0.0
C -0.95232 2.57586 -0.41738 0.3 0.1 0.1
C -1.04700 3.56931 -1.37555 0.1 0.0 -0.1
C -0.99304 4.89879 -0.98075 0.0 0.0 0.0
C -0.82195 5.20124 0.36138 0.0 0.0 0.0
C -0.74016 4.19470 1.31255 0.0 0.0 0.0
H 1.35491 -3.51191 3.71259 0.0 0.0 0.0
H 2.61025 -4.37351 2.80966 0.0 0.0 0.0
H 0.95825 -5.01770 2.84722 0.0 0.0 0.0
H 2.08361 -6.04482 0.04659 0.0 0.0 0.0
H 4.12114 -7.42446 -0.18664 0.0 0.0 0.0
H 6.34837 -6.36773 -0.07386 0.0 0.0 0.0
H 6.55045 -3.93327 0.29491 0.0 0.0 0.0
H 4.50425 -2.54631 0.54772 0.0 0.0 0.0
H 0.02049 -0.69266 -2.03514 -0.4 0.0 0.0
H 0.20371 -0.44880 -4.39914 0.0 0.0 0.0
H 1.94152 -1.68441 -5.67444 0.0 0.0 0.0
H 3.46199 -3.22077 -4.47543 0.0 0.0 0.0
H 3.24929 -3.56406 -2.07005 0.0 0.0 0.0
H -4.79858 -4.00347 3.10630 0.0 0.0 0.0
H -3.17699 -3.65192 3.72943 0.0 0.0 0.0
H -3.43018 -5.02030 2.63075 0.0 0.0 0.0
H -6.76584 -1.94187 0.31182 0.0 0.0 0.0
H -8.87596 -3.17388 -0.04967 0.0 0.0 0.0
H -8.87256 -5.64456 -0.10459 0.0 0.0 0.0
H -6.75614 -6.88328 0.19346 0.0 0.0 0.0
H -4.64533 -5.65961 0.53212 0.0 0.0 0.0
H -4.90981 -3.25074 -2.23474 0.0 0.0 0.0
H -5.54109 -2.25101 -4.39690 0.0 0.0 0.0
H -5.15488 0.15190 -4.81842 0.0 0.0 0.0
H -4.15583 1.56724 -3.05142 0.0 0.0 0.0
H -3.54385 0.57333 -0.87223 0.0 0.0 0.0
H -1.05110 0.84274 5.80065 0.0 0.0 0.0
H -1.05215 -0.85539 5.29215 0.0 0.0 0.0
H -2.55750 0.09564 5.24273 0.0 0.0 0.0
H -3.45599 3.17976 3.59024 0.0 0.0 0.0
H -3.88329 5.10074 5.08505 0.0 0.0 0.0
H -2.07298 5.98133 6.51649 0.0 0.0 0.0
H 0.16787 4.94130 6.45998 0.0 0.0 0.0
H 0.60430 3.02703 4.95813 0.0 0.0 0.0
H -0.89170 1.55816 -0.83404 -0.4 -0.2 -0.1
H -1.16204 3.30619 -2.41933 0.0 0.0 0.0
H -1.07505 5.68888 -1.71463 0.0 0.0 0.0
H -0.75889 6.23380 0.67762 0.0 0.0 0.0
H -0.61537 4.46166 2.35182 0.0 0.0 0.0
C 4.09882 3.57362 -1.65392 0.0 0.0 0.0
C 4.08144 2.75197 -0.42100 -0.1 -0.1 0.0
N 4.89031 2.86663 0.57405 0.1 0.0 0.1
N 4.48121 1.91203 1.46120 0.0 0.0 0.0
C 3.42057 1.19749 1.05958 0.0 0.0 0.0
S 2.65480 -0.04182 1.87053 0.0 0.0 0.0
N 3.15748 1.74415 -0.17202 0.1 0.1 0.0
N 2.11139 1.34401 -0.99781 0.0 0.0 -0.1
H 4.94199 4.25675 -1.60304 0.0 0.0 0.0
H 3.18313 4.16073 -1.74974 0.0 0.0 0.0
H 4.20400 2.95022 -2.54290 0.0 0.0 0.0
H 4.96725 1.78193 2.33292 0.0 0.0 0.0
H 2.47831 0.80187 -1.77667 0.0 0.0 0.0
H 1.65288 2.17663 -1.35692 0.0 -0.1 0.0